Entry 1:
Molecular formula: C20H33IN2O10PSW
Method: DFT, ωB97M-V/def2-TZVPD

Summary:
* net charge: -1
* multiplicity: 3
* gap between HOMO and LUMO (alpha / beta): 6.946 / 7.880 eV
* molecular weight: 835.3 g/mol

Last column: natural (NBO) charge in e.
Cartesian coordinates (Å):
W -0.6827 0.3313 -1.8431  1.673
O 0.1303 -2.9843 -0.1696  -0.714
C -0.0759 -3.5327 -1.4487  -0.082
C 0.1688 -2.7312 -2.7211  -0.245
N -0.8101 -1.6607 -3.1463  -0.436
C -2.1885 -2.2135 -3.1162  -0.363
C -2.6959 -1.9736 -1.7393  0.789
O -3.5005 -2.7064 -1.1812  -0.644
O -2.2467 -0.8723 -1.2494  -0.734
C -0.4861 -1.3187 -4.5389  -0.347
C 0.3806 -0.0848 -4.5948  0.797
O 1.3040 0.0759 -5.3720  -0.622
O -0.1297 0.8014 -3.7951  -0.750
H 0.1380 -2.0025 -0.2354  0.493
H 0.6217 -4.3694 -1.5033  0.176
H -1.0650 -3.9629 -1.5522  0.175
H 1.1774 -2.3069 -2.7639  0.226
H 0.1287 -3.5098 -3.4981  0.193
H -2.8194 -1.6385 -3.7772  0.262
H -2.1805 -3.2609 -3.4172  0.201
H -0.0378 -2.1878 -5.0199  0.196
H -1.3752 -1.0512 -5.0809  0.249
O -0.0380 2.1535 -1.4818  -0.544
N 1.3079 2.3498 -1.3722  -0.002
C 1.7606 3.6779 -1.2656  0.058
C 3.0328 4.0812 -1.1198  -0.287
C 3.9431 3.0223 -1.1682  -0.153
C 3.4891 1.7486 -1.1988  -0.241
C 2.1895 1.3365 -1.2528  0.052
S 1.7770 -0.2442 -1.5214  -0.095
H 0.9529 4.3811 -1.4623  0.233
H 3.2590 5.1447 -1.1631  0.235
H 5.0264 3.1920 -1.2848  0.218
H 4.2158 0.9633 -1.3239  0.229
I -3.4695 1.0263 -4.3237  -0.303
C -2.3654 1.5297 -2.0721  -0.592
H -3.2674 1.2925 -1.5192  0.207
H -2.0713 2.5499 -2.3389  0.193
C -2.1258 -1.8766 2.3472  -0.634
C -2.1425 -0.4597 2.8703  0.269
C -2.4161 -0.4637 4.3629  -0.614
C -3.2344 0.3192 2.1552  -0.651
O -0.8261 0.0929 2.7492  -0.841
P -0.3461 1.0358 1.5341  2.594
O -0.6371 2.4652 1.6496  -1.123
O -0.7997 0.3706 0.2266  -1.108
O 1.2544 0.6970 1.5621  -0.851
C 2.1102 0.7125 2.7353  0.284
C 2.1152 -0.6788 3.3816  -0.632
C 1.6943 1.7449 3.7786  -0.648
C 3.4962 1.0908 2.2283  -0.616
H -3.0340 -2.3587 2.6519  0.200
H -1.2323 -2.3895 2.7525  0.208
H -2.1432 -1.8758 1.2637  0.253
H -3.3276 -0.9908 4.5940  0.203
H -2.3963 0.5507 4.7496  0.210
H -1.6010 -0.9989 4.8796  0.202
H -4.2104 -0.1513 2.4055  0.210
H -3.1148 0.2781 1.0834  0.243
H -3.2244 1.3696 2.4916  0.219
H 1.1606 -0.8852 3.8719  0.227
H 2.9113 -0.7096 4.1310  0.193
H 2.3107 -1.4589 2.6710  0.220
H 0.7662 1.4753 4.2912  0.225
H 1.5711 2.7291 3.3422  0.231
H 2.4929 1.8055 4.5352  0.198
H 3.7761 0.3723 1.4827  0.213
H 4.1727 1.0803 3.0931  0.199
H 3.4820 2.0616 1.7613  0.213

Entry 2:
Molecular formula: C20H33IN2O10PSW
Method: DFT, ωB97M-V/def2-TZVPD

Summary:
* net charge: -1
* multiplicity: 3
* gap between HOMO and LUMO (alpha / beta): 6.503 / 7.847 eV
* molecular weight: 835.3 g/mol

Last column: natural (NBO) charge in e.
Cartesian coordinates (Å):
W 7.6569 8.5905 8.4165  1.726
O 9.3748 8.7833 7.3041  -0.833
C 9.4309 9.3070 6.0241  -0.076
C 8.1301 10.0065 5.6926  -0.237
N 7.4025 10.3642 6.8876  -0.431
C 6.0110 10.6511 6.6884  -0.353
C 5.1374 9.3983 6.9040  0.799
O 4.0100 9.3286 6.4763  -0.627
O 5.8005 8.4484 7.5474  -0.758
C 7.9711 11.5458 7.6242  -0.353
C 7.2662 11.5186 9.0144  0.778
O 7.0904 12.5307 9.6679  -0.641
O 6.8775 10.3244 9.3502  -0.766
H 11.0423 9.3187 7.6892  0.555
H 9.6145 8.5194 5.3709  0.173
H 10.2268 10.0514 6.0344  0.175
H 7.4241 9.2810 5.1440  0.204
H 8.2746 10.8643 5.0034  0.188
H 5.7510 11.1566 5.7809  0.212
H 5.7394 11.3672 7.5053  0.243
H 7.6576 12.4136 7.0517  0.198
H 9.0478 11.6698 7.6942  0.243
O 6.7591 7.6994 10.1094  -0.552
N 7.3834 7.8743 11.3070  -0.019
C 6.6094 7.6461 12.3752  0.069
C 7.1647 7.4453 13.6317  -0.291
C 8.5595 7.6064 13.7000  -0.166
C 9.2808 7.9109 12.6199  -0.238
C 8.7021 8.0705 11.3827  0.057
S 9.6129 8.5199 10.0390  -0.056
H 5.5270 7.6288 12.1648  0.242
H 6.6185 7.2471 14.5747  0.230
H 9.1344 7.4216 14.6094  0.212
H 10.3597 8.0406 12.7036  0.230
I 8.3193 4.8940 9.0353  -0.021
C 7.8806 6.5252 7.7666  -0.931
H 6.9281 6.1468 7.3213  0.212
H 8.6646 6.4402 7.0348  0.204
C 12.4592 5.3921 7.9035  -0.610
C 13.2875 6.5246 7.3239  0.315
C 14.8023 6.2717 7.4451  -0.649
C 12.9208 6.9929 5.9119  -0.659
O 12.8268 7.5897 8.2915  -0.872
P 13.2226 9.1402 8.1560  2.593
O 14.4815 9.3307 7.4371  -1.131
O 11.9175 9.8513 7.6188  -1.048
O 13.1814 9.7331 9.6362  -0.822
C 14.0442 9.3936 10.7378  0.255
C 14.8989 10.6150 11.0319  -0.628
C 14.9268 8.1349 10.5431  -0.654
C 13.0716 9.0863 11.8370  -0.625
H 12.5999 4.5132 7.2029  0.187
H 11.4369 5.5463 7.9174  0.238
H 12.8156 5.1118 8.8494  0.209
H 15.0675 5.3016 7.0155  0.208
H 15.0158 6.1366 8.4514  0.211
H 15.3475 7.0978 7.0063  0.242
H 13.0570 6.1287 5.2412  0.210
H 13.6403 7.8408 5.6720  0.243
H 11.8688 7.2862 5.8662  0.223
H 15.6470 10.8720 10.2967  0.221
H 15.4876 10.5156 11.9362  0.203
H 14.2677 11.4970 11.0726  0.221
H 15.5111 8.2754 9.6157  0.235
H 14.3191 7.1622 10.5158  0.225
H 15.6436 8.0829 11.3793  0.211
H 12.4519 10.0067 12.0674  0.218
H 13.5422 8.7791 12.8093  0.200
H 12.3599 8.3147 11.5407  0.232

Entry 3:
Molecular formula: C20H33N3O2
Method: DFT, ωB97M-V/def2-TZVPD

Summary:
* SMILES: CC(=O)Nc1ccc(CN2CCN(CCC(C)C)[C@@H](CCO)C2)cc1
* gap between HOMO and LUMO: 8.646 eV
* molecular weight: 347.5 g/mol

Last column: natural (NBO) charge in e.
Cartesian coordinates (Å):
C 8.1202 2.0128 -0.1005  -0.713
C 7.0660 1.0746 -0.6571  0.683
O 7.1054 0.6276 -1.7795  -0.599
N 6.0858 0.8066 0.2543  -0.624
C 4.9570 -0.0114 0.1267  0.217
C 4.0970 -0.1082 1.2204  -0.253
C 2.9716 -0.9027 1.1570  -0.200
C 2.6710 -1.6152 0.0015  -0.052
C 1.4392 -2.4768 -0.0429  -0.220
N 0.2949 -1.7701 0.5056  -0.453
C -0.8503 -2.6316 0.7214  -0.239
C -1.9290 -1.8270 1.4554  -0.210
N -2.3309 -0.6241 0.7600  -0.473
C -3.3190 -0.7926 -0.2929  -0.205
C -4.3169 0.3689 -0.2489  -0.401
C -5.3342 0.3481 -1.3941  -0.215
C -6.4983 1.2830 -1.0707  -0.597
C -4.6960 0.7618 -2.7186  -0.605
C -1.1880 0.1819 0.3579  -0.041
C -0.6208 0.9495 1.5587  -0.436
C -1.6625 1.9147 2.1239  -0.063
O -2.0083 2.9359 1.2155  -0.722
C -0.0991 -0.6541 -0.3328  -0.240
C 3.5268 -1.5094 -1.0850  -0.182
C 4.6623 -0.7212 -1.0318  -0.268
H 7.6678 2.9592 0.1890  0.225
H 8.8714 2.1952 -0.8631  0.243
H 8.5967 1.5686 0.7711  0.226
H 6.1755 1.2495 1.1587  0.393
H 4.3183 0.4425 2.1250  0.200
H 2.3037 -0.9724 2.0013  0.226
H 1.6041 -3.3656 0.5770  0.206
H 1.2568 -2.8189 -1.0785  0.169
H -0.5456 -3.4822 1.3364  0.201
H -1.2537 -3.0207 -0.2333  0.159
H -2.8101 -2.4491 1.6240  0.202
H -1.5315 -1.5353 2.4317  0.192
H -2.8545 -0.8550 -1.2873  0.169
H -3.8598 -1.7278 -0.1267  0.193
H -4.8445 0.3137 0.7049  0.203
H -3.7741 1.3149 -0.2616  0.211
H -5.7250 -0.6715 -1.4969  0.187
H -6.1346 2.2981 -0.9279  0.203
H -7.0033 0.9689 -0.1602  0.205
H -7.2241 1.2874 -1.8812  0.203
H -5.4354 0.7499 -3.5166  0.206
H -4.2913 1.7688 -2.6409  0.202
H -3.8900 0.0878 -2.9973  0.203
H -1.5513 0.9264 -0.3580  0.215
H -0.3078 0.2539 2.3342  0.216
H 0.2609 1.5088 1.2338  0.197
H -2.5889 1.3728 2.3200  0.196
H -1.2954 2.3530 3.0640  0.155
H -1.2052 3.4059 0.9636  0.459
H 0.7783 -0.0322 -0.5235  0.214
H -0.4781 -1.0129 -1.3100  0.163
H 3.3080 -2.0529 -1.9930  0.211
H 5.3188 -0.6501 -1.8823  0.257